Record 1
The following is a quantum chemistry calculation of C34H34CdCl3FN3O7 as an isolated structure, from the Open Molecules 2025 dataset.

- energy above the lowest of the compared OMol25 structures with the same formula, charge and spin (kcal per mole) = 10.8
- HOMO-LUMO gap (eV) = 6.439
- molar mass (g/mol) = 834.4

ORCA input file:
```
! RIJCOSX wB97M-V def2-TZVPD def2/J DEFGRID3
* xyz -1 1
Cd 0.0252 1.4800 0.6347
C -2.3663 -5.4699 2.3863
C -0.8663 -5.5069 2.0943
C -0.5552 -6.6860 1.1726
C 0.8762 -6.6041 0.6600
C 1.0334 -5.3187 -0.0994
C 1.8113 -5.2239 -1.2334
C 1.9420 -3.9944 -1.8716
F 2.7035 -3.9335 -2.9933
C 1.3464 -2.8591 -1.3860
C 0.5483 -2.9367 -0.2429
C -0.0594 -1.6858 0.2659
O 0.0337 -0.6622 -0.4137
C -0.7015 -1.8348 1.5441
C -0.8510 -3.0759 2.0623
N -0.4444 -4.2436 1.4950
C 0.3600 -4.1802 0.3875
C -1.2671 -0.6958 2.4478
O -1.6574 -1.0737 3.5566
O -1.3161 0.4639 1.9975
H -2.7049 -6.4476 2.7184
H -2.9075 -5.1973 1.4844
H -2.6090 -4.7426 3.1527
H -0.3188 -5.6337 3.0382
H -1.2391 -6.6674 0.3207
H -0.7127 -7.6154 1.7232
H 1.1060 -7.4579 0.0211
H 1.5705 -6.6236 1.5068
H 2.3332 -6.0872 -1.6217
H 1.4683 -1.8971 -1.8605
H -1.3270 -3.1368 3.0310
C -4.2290 -0.5751 -2.3948
C -2.9647 0.1666 -1.9768
O -2.6412 0.3155 -0.8253
N -2.2317 0.6009 -3.0361
C -0.9960 1.3439 -2.8412
C -1.3135 2.7502 -2.4015
C -1.5237 3.7660 -3.3305
C -1.9453 5.0041 -2.8745
C -2.1823 5.1672 -1.5202
C -1.9403 4.0973 -0.6698
N -1.4972 2.9266 -1.0972
H -4.6310 -1.0903 -1.5265
H -4.0035 -1.2974 -3.1757
H -4.9740 0.1278 -2.7637
H -2.6698 0.6500 -3.9435
H -0.4312 1.3290 -3.7745
H -0.4399 0.8407 -2.0468
H -1.3481 3.6064 -4.3859
H -2.1037 5.8215 -3.5672
H -2.5284 6.1130 -1.1306
H -2.1109 4.1923 0.3917
C 3.4214 1.4896 3.3548
C 2.2613 0.5280 3.2356
C 1.3140 0.5484 4.3936
O 2.1057 -0.1791 2.2636
H 3.9225 1.3866 4.3149
H 3.0090 2.4944 3.2903
H 4.1347 1.3460 2.5478
H 1.8296 0.5794 5.3508
H 0.6241 -0.2904 4.3419
H 0.7275 1.4616 4.2847
Cl 0.4631 4.6181 4.9048
C -0.1099 5.1054 3.3131
Cl -1.8675 5.3055 3.3194
C 0.2500 4.0408 2.1982
O 0.2291 4.5036 1.0609
O 0.5050 2.9019 2.5945
H 0.3205 6.0789 3.0715
Cl 2.3347 4.0258 -5.8027
C 2.2111 3.3802 -4.1860
C 2.4866 2.0392 -3.9724
C 2.3745 1.5212 -2.6974
C 2.0155 2.3239 -1.6015
C 2.0054 1.8037 -0.2501
C 1.7344 3.6778 -1.8664
C 1.8192 4.2000 -3.1382
H 2.8107 1.4194 -4.7973
H 2.5728 0.4701 -2.5277
H 2.4164 2.5185 0.4561
H 2.5152 0.8438 -0.1757
H 1.4210 4.3083 -1.0472
H 1.5946 5.2409 -3.3181
*
```

The Mulliken scheme yields these atomic charges, measured in e:
1 Cd 3.2220
2 C -1.5288
3 C 0.2505
4 C -0.9845
5 C -1.0527
6 C 1.0011
7 C -0.9356
8 C 0.1567
9 F -0.3738
10 C -1.1258
11 C 0.5014
12 C 0.4277
13 O -0.3543
14 C 0.4596
15 C -0.8010
16 N 0.3908
17 C -0.4140
18 C -0.3270
19 O -0.8275
20 O -0.7093
21 H 0.4225
22 H 0.3720
23 H 0.4694
24 H 0.1712
25 H 0.3553
26 H 0.4065
27 H 0.4161
28 H 0.3232
29 H 0.4878
30 H 0.5385
31 H 0.7363
32 C -1.5748
33 C 0.6133
34 O -0.4830
35 N 0.0527
36 C 0.2363
37 C 0.5333
38 C -0.9316
39 C -0.4991
40 C -0.7817
41 C -0.4489
42 N 0.3603
43 H 0.3540
44 H 0.3975
45 H 0.3594
46 H 0.2982
47 H 0.4428
48 H -0.9788
49 H 0.4284
50 H 0.4160
51 H 0.4478
52 H 0.4049
53 C -1.3455
54 C 1.1361
55 C -0.9941
56 O -0.5463
57 H 0.4825
58 H 0.1907
59 H 0.3087
60 H 0.4909
61 H 0.1261
62 H 0.1289
63 Cl -0.2025
64 C -0.0378
65 Cl -0.2154
66 C 0.1049
67 O -0.6148
68 O -0.6305
69 H 0.3188
70 Cl -0.2887
71 C 0.5570
72 C -1.0373
73 C 0.1042
74 C 0.4369
75 C -2.7536
76 C -0.1250
77 C -0.9823
78 H 0.4329
79 H 0.2514
80 H 0.6744
81 H 0.7410
82 H 0.4987
83 H 0.4683

Record 2
The following is a quantum chemistry calculation of a 3-piece molecular cluster, C28H65ClN3O3S2Si4 overall, from the Open Molecules 2025 dataset.

- HOMO-LUMO gap (eV) = 7.886
- molar mass (g/mol) = 703.8

ORCA input file:
```
! RIJCOSX wB97M-V def2-TZVPD def2/J DEFGRID3
* xyz 1 1
C 8.1815 -4.4838 1.6116
C 6.6771 -4.4808 1.8726
C 6.3323 -3.7324 3.1667
C 5.0114 -3.0131 3.0611
O 4.6993 -2.3491 4.3225
C 4.3775 -1.0785 4.3156
C 3.3000 -0.4765 4.8396
N 3.4363 0.8850 4.6579
C 2.4618 1.9004 5.0877
C 1.7546 1.5754 6.3984
C 0.6497 0.5029 6.3993
S -0.1695 0.4255 4.7939
C -0.9498 -1.1871 4.9048
S -1.9472 -1.5316 6.1365
N -0.5913 -1.9930 3.8449
C -1.0842 -3.3758 3.9119
C -0.4196 -4.1913 5.0203
C -0.8487 -1.3503 2.5210
C 0.4203 -1.1752 1.7002
C 4.5604 1.1428 4.0134
C 5.1165 2.4362 3.5590
N 5.1562 -0.0452 3.8071
Cl 6.6575 -0.2064 3.0851
H 8.6953 -4.8777 2.4910
H 8.5539 -3.4707 1.4565
H 8.4463 -5.1129 0.7657
H 6.3647 -5.5197 1.9868
H 6.1402 -4.0629 1.0186
H 6.2480 -4.4451 3.9893
H 7.1206 -3.0309 3.4452
H 4.9795 -2.3001 2.2355
H 4.2036 -3.7285 2.9010
H 2.4634 -0.9588 5.3044
H 1.7707 2.0737 4.2649
H 3.0184 2.8234 5.2420
H 2.5099 1.2450 7.1167
H 1.3585 2.5103 6.7905
H 1.0120 -0.4878 6.6694
H -0.0850 0.7558 7.1618
H -0.8142 -3.8242 2.9544
H -2.1756 -3.4035 3.9734
H -0.1006 -3.5529 5.8399
H -1.1081 -4.9290 5.4241
H 0.4628 -4.7008 4.6343
H -1.5507 -1.9852 1.9817
H -1.3209 -0.3796 2.6711
H 0.1687 -0.8563 0.6884
H 1.0653 -0.4234 2.1530
H 0.9649 -2.1176 1.6366
H 4.5354 3.2725 3.9336
H 6.1519 2.5365 3.8794
H 5.0950 2.4822 2.4682
O -2.3193 3.0193 0.4159
Si -1.4859 3.9388 1.4901
C -1.8593 5.7502 1.2428
C 0.3587 3.6553 1.2737
C -1.9402 3.4262 3.2197
Si -2.4852 2.8043 -1.2118
C -3.7152 1.4585 -1.5800
C -0.8325 2.3230 -1.9487
C -3.0737 4.3853 -2.0120
H -1.4718 6.1168 0.2903
H -1.4065 6.3467 2.0378
H -2.9357 5.9314 1.2587
H 0.5950 2.5875 1.3045
H 0.9128 4.1555 2.0729
H 0.7176 4.0496 0.3215
H -1.7010 2.3735 3.3726
H -3.0001 3.5748 3.4307
H -1.3656 4.0133 3.9407
H -3.4075 0.5014 -1.1532
H -3.7921 1.3374 -2.6625
H -4.7078 1.6997 -1.1960
H -0.1111 3.1409 -1.8892
H -0.9534 2.0567 -3.0009
H -0.4068 1.4607 -1.4295
H -2.3213 5.1743 -1.9509
H -3.9851 4.7524 -1.5358
H -3.2901 4.2140 -3.0685
O -3.9784 -1.0990 -6.7808
Si -2.4359 -0.7514 -6.3396
C -2.0954 1.0725 -6.5837
C -1.2276 -1.7455 -7.3620
C -2.1663 -1.1591 -4.5392
Si -4.9622 -1.0334 -8.1036
C -6.6504 -1.6740 -7.6534
C -4.2535 -2.0819 -9.4791
C -5.1142 0.7333 -8.6963
H -2.0902 1.3426 -7.6414
H -1.1200 1.3372 -6.1684
H -2.8522 1.6838 -6.0864
H -1.4660 -2.8105 -7.3246
H -0.2100 -1.6131 -6.9880
H -1.2412 -1.4372 -8.4091
H -2.3315 -2.2192 -4.3377
H -2.8359 -0.5830 -3.8972
H -1.1373 -0.9187 -4.2611
H -6.6123 -2.7112 -7.3156
H -7.2970 -1.6288 -8.5323
H -7.1120 -1.0781 -6.8639
H -3.3202 -1.6652 -9.8634
H -4.9600 -2.1437 -10.3090
H -4.0502 -3.0974 -9.1330
H -4.1687 1.1070 -9.0944
H -5.4249 1.3964 -7.8862
H -5.8594 0.8005 -9.4917
*
```

Mulliken atomic charge list, values in e, 99 entries:
1 C -1.3154
2 C -0.3260
3 C -0.3265
4 C -0.9492
5 O -0.3842
6 C -0.1399
7 C -0.3888
8 N 0.4596
9 C -0.8559
10 C -1.0775
11 C -1.1709
12 S 0.1156
13 C -0.2331
14 S -0.1069
15 N 0.4545
16 C -0.7864
17 C -1.0932
18 C -0.8780
19 C -0.7630
20 C 0.9278
21 C -1.5206
22 N 0.1257
23 Cl 0.0613
24 H 0.3250
25 H 0.3320
26 H 0.3744
27 H 0.3026
28 H 0.3571
29 H 0.2925
30 H 0.2842
31 H 0.5474
32 H 0.3222
33 H 0.5022
34 H 0.4458
35 H 0.4197
36 H 0.3410
37 H 0.4661
38 H 0.5741
39 H 0.6741
40 H 0.5058
41 H 0.4667
42 H 0.2988
43 H 0.2957
44 H 0.3264
45 H 0.5265
46 H 0.3982
47 H 0.3458
48 H -0.0446
49 H 0.3363
50 H 0.3820
51 H 0.4139
52 H 0.3307
53 O -0.4003
54 Si 0.3230
55 C -1.0348
56 C -0.9544
57 C -0.5313
58 Si 0.3924
59 C -0.8689
60 C -0.7691
61 C -1.0220
62 H 0.2956
63 H 0.3803
64 H 0.2949
65 H 0.2179
66 H 0.3896
67 H 0.3508
68 H -0.2041
69 H 0.3725
70 H 0.2612
71 H 0.2813
72 H 0.1492
73 H 0.3532
74 H 0.3218
75 H 0.3015
76 H 0.1760
77 H 0.2898
78 H 0.3050
79 H 0.3545
80 O -0.3225
81 Si 0.3476
82 C -1.0235
83 C -1.0154
84 C -0.7785
85 Si 0.4095
86 C -1.0261
87 C -1.0102
88 C -1.0164
89 H 0.3208
90 H 0.4186
91 H 0.2813
92 H 0.2828
93 H 0.3765
94 H 0.2947
95 H 0.3328
96 H 0.0552
97 H 0.2695
98 H 0.2873
99 H 0.3030

Record 3
The following is a quantum chemistry calculation of one molecule with the formula C3H7NS, from the Open Molecules 2025 dataset.

- energy above the lowest of the compared OMol25 structures with the same formula, charge and spin (kcal per mole) = 18.8
- HOMO-LUMO gap (eV) = 8.817
- molar mass (g/mol) = 89.2
- SMILES string = CN(C)C=S

ORCA input file:
```
! RIJCOSX wB97M-V def2-TZVPD def2/J DEFGRID3
* xyz 0 1
C -0.5264 -1.4132 -0.8660
N 0.2289 -0.1924 -0.7384
C 1.1401 0.1511 -1.7882
C 0.2037 0.5975 0.2764
S -0.5782 0.5518 1.7460
H -0.2412 -2.2018 -0.1098
H -1.6058 -1.3528 -0.6756
H -0.5006 -1.9253 -1.8915
H 2.1946 -0.2738 -1.5220
H 0.7337 -0.2685 -2.7328
H 1.1947 1.2356 -1.7863
H 0.9683 1.2910 0.2166
*
```

The Mulliken scheme yields these atomic charges, measured in e:
1 C -0.8454
2 N 0.0891
3 C -0.9336
4 C -0.1667
5 S -0.3255
6 H 0.2988
7 H 0.3308
8 H 0.2833
9 H 0.2761
10 H 0.3426
11 H 0.3588
12 H 0.2918

Record 4
The following is a quantum chemistry calculation of a 2-piece molecular cluster, C5H10N overall, from the Open Molecules 2025 dataset.

- energy above the lowest of the compared OMol25 structures with the same formula, charge and spin (kcal per mole) = 15.6
- HOMO-LUMO gap (spin up / spin down) (eV) = 7.267 / 9.885
- molar mass (g/mol) = 84.1

ORCA input file:
```
! RIJCOSX wB97M-V def2-TZVPD def2/J DEFGRID3
* xyz 0 2
C -0.1725 -1.8213 -1.6808
C -1.3995 -1.3457 -1.8357
H 0.0303 -2.6978 -1.0794
H 0.6755 -1.3590 -2.1725
H -2.2353 -1.8422 -1.3608
H -1.5769 -0.4486 -2.4144
C 0.9352 1.4775 1.0591
C 1.0117 2.4034 0.1047
C -0.1969 -0.4146 2.0605
N 0.1314 0.3569 0.9771
H 1.5003 1.5082 1.9825
H 0.4028 2.3368 -0.7883
H 1.6873 3.2399 0.1883
H -0.9103 -1.2075 1.9253
H 0.4040 -0.3627 2.9548
H -0.2872 0.1769 0.0797
*
```

The Mulliken scheme yields these atomic charges, measured in e:
1 C -0.5452
2 C -0.4804
3 H 0.2470
4 H 0.2545
5 H 0.2434
6 H 0.2780
7 C 0.1579
8 C -0.8909
9 C -0.6415
10 N -0.0280
11 H 0.2548
12 H 0.2256
13 H 0.2603
14 H 0.3037
15 H 0.2361
16 H 0.1247